Record 1
# CHNO3S

2 unconnected molecules or ions with the total composition CHNO3S (ωB97M-V/def2-TZVPD, the OMol25 dataset).

Each line ends with the natural charge from an NBO analysis.
Element x y z (Å)
C 0.400 1.335 0.684  0.840
N 0.923 0.318 0.441  -0.762
O -0.338 2.216 0.916  -0.533
O 0.354 -1.519 -1.030  -0.263
O -0.884 -1.125 -0.985  -0.173
S -1.722 -1.093 0.377  0.446
H 1.267 -0.132 -0.403  0.445

Calculated values
charge	0
frontier orbital gap (spin up / spin down)	0.2656 / 0.2658	hartree
HOMO energy (spin up / spin down)	-10.4 / -10.4	eV
E_LUMO (spin up / spin down)	-0.1181 / -0.1178	hartree

***

Record 2
# C4H9NO

A single C4H9NO molecule (ωB97M-V/def2-TZVPD, the OMol25 dataset).

Each line ends with the natural charge from an NBO analysis.
Element x y z (Å)
C 0.376 -0.462 -1.456  -0.367
N 0.332 -0.410 -0.049  -0.528
C 0.937 -1.264 0.929  -0.397
C 0.036 0.959 0.214  0.684
O 0.862 1.779 0.537  -0.550
C -1.466 1.176 0.333  -0.708
H 0.148 -1.502 -1.830  0.202
H -0.206 0.632 -1.513  0.202
H 1.236 -0.079 -2.007  0.173
H 1.967 -0.980 1.155  0.190
H 0.915 -2.304 0.579  0.205
H 0.337 -1.204 1.848  0.198
H -1.655 0.980 1.398  0.239
H -2.072 0.476 -0.252  0.230
H -1.749 2.203 0.115  0.228

Calculated values
charge	0
frontier orbital gap	0.3479	hartree
HOMO energy	-8.6	eV
SMILES	CC(=O)N(C)C
E_LUMO	0.0310	hartree

***

Record 3
# C2H6N5S

A gas-phase ion, C2H6N5S (charge +1) (ωB97M-V/def2-TZVPD, the OMol25 dataset).

Each line ends with the natural charge from an NBO analysis.
Element x y z (Å)
C 2.691 0.314 0.067  0.172
C -0.361 -0.117 -0.011  0.593
N 1.704 1.188 0.143  -0.448
N 1.506 -1.402 0.572  -0.562
N 0.378 1.061 0.422  -0.431
N 0.327 -1.259 -0.126  -0.365
N -1.612 0.145 -0.279  -0.765
S 4.128 -0.127 -0.297  0.293
H 2.039 2.018 -0.461  0.439
H 1.963 -2.154 0.108  0.343
H -0.058 1.426 1.218  0.414
H 0.093 -2.132 -0.589  0.435
H -1.933 1.146 -0.288  0.443
H -2.371 -0.548 -0.142  0.438

Calculated values
charge	+1
frontier orbital gap (spin up / spin down)	0.2951 / 0.2950	hartree
HOMO energy (spin up / spin down)	-11.9 / -11.9	eV
E_LUMO (spin up / spin down)	-0.1434 / -0.1434	hartree

***

Record 4
# C36H30FN2NiO3PS2

A molecular structure, C36H30FN2NiO3PS2 (ωB97M-V/def2-TZVPD, the OMol25 dataset).

Each line ends with the Mulliken charge.
Element x y z (Å)
Ni 1.059 -0.947 -1.225  -0.193
C -0.113 -1.758 2.873  -1.413
C 0.113 -1.949 1.391  0.458
N 0.193 -0.884 0.656  0.711
N -0.001 0.305 1.253  -0.462
C -1.046 1.025 1.061  -0.262
S -2.370 0.836 0.064  -0.349
S -1.044 2.491 2.173  -0.102
C -2.148 1.763 3.476  -1.084
C -3.546 1.581 2.994  0.768
C -3.965 0.356 2.482  -0.129
C -5.248 0.204 1.985  -0.622
C -6.129 1.268 1.999  -0.404
C -5.720 2.493 2.498  -0.517
C -4.434 2.650 2.981  -0.467
C -0.037 -3.260 0.809  0.324
C 0.151 -4.440 1.527  -0.501
C -0.215 -5.668 1.022  -0.913
C -0.824 -5.733 -0.230  -0.262
C -0.986 -4.602 -0.986  -0.560
C -0.551 -3.322 -0.541  0.821
O -0.642 -2.299 -1.291  -0.772
H -1.165 -1.529 3.050  0.050
H 0.141 -2.643 3.447  0.516
H 0.477 -0.907 3.218  0.343
H -1.691 0.818 3.772  0.183
H -2.091 2.482 4.296  0.520
H -3.285 -0.483 2.475  0.194
H -5.542 -0.745 1.565  0.393
H -7.131 1.150 1.609  0.357
H -6.402 3.331 2.508  0.346
H -4.101 3.615 3.339  0.359
H 0.637 -4.412 2.494  0.271
H -0.019 -6.570 1.589  0.330
H -1.146 -6.698 -0.611  0.338
H -1.416 -4.666 -1.977  0.371
O 4.977 0.625 -1.956  -0.809
C 3.769 0.460 -1.800  0.235
O 3.210 -0.419 -1.106  -0.531
C 2.807 1.461 -2.521  -0.921
P 1.195 1.413 -1.630  1.773
C 0.327 2.799 -2.485  0.206
C -0.878 3.261 -1.953  0.302
C -1.521 4.358 -2.497  -0.843
C -0.979 5.016 -3.593  -0.400
C 0.176 4.522 -4.174  -0.688
C 0.818 3.423 -3.630  -0.546
C 1.769 2.301 -0.119  0.889
C 1.673 3.673 0.075  -0.567
C 2.172 4.256 1.230  -0.603
C 2.769 3.482 2.209  -0.663
C 2.873 2.115 2.020  -0.975
C 2.374 1.532 0.873  -0.190
H 2.665 1.104 -3.547  0.507
H 3.240 2.468 -2.538  0.503
H -1.316 2.749 -1.107  -0.261
H -2.447 4.710 -2.062  0.430
H -1.456 5.903 -3.997  0.354
H 0.588 5.004 -5.052  0.379
H 1.715 3.060 -4.110  0.315
H 1.205 4.302 -0.670  0.281
H 2.088 5.326 1.373  0.379
H 3.150 3.938 3.116  0.342
H 3.335 1.491 2.773  0.428
H 2.471 0.467 0.729  0.109
F 3.311 -6.670 -2.285  -0.400
C 2.863 -5.374 -2.109  0.594
C 2.029 -4.817 -3.054  -0.602
C 1.577 -3.520 -2.859  0.092
C 1.934 -2.776 -1.732  -0.522
C 2.794 -3.381 -0.813  0.099
C 3.270 -4.669 -0.996  -0.698
H 1.733 -5.394 -3.922  0.379
H 0.890 -3.110 -3.592  0.264
H 3.115 -2.826 0.059  0.333
H 3.953 -5.118 -0.289  0.383

Calculated values
charge	-2
frontier orbital gap (spin up / spin down)	0.2212 / 0.2258	hartree
multiplicity	3
HOMO energy (spin up / spin down)	-1.7 / -1.8	eV
E_LUMO (spin up / spin down)	0.1586 / 0.1586	hartree
expectation value of S²	2.01

***

Record 5
# C3H3N3O2

A single C3H3N3O2 molecule (ωB97M-V/def2-TZVPD, the OMol25 dataset).

Each line ends with the natural charge from an NBO analysis.
Element x y z (Å)
C -0.965 -0.270 -0.030  0.845
C 0.034 1.631 -0.010  0.310
C 1.333 -0.298 0.084  0.624
H -2.706 -0.719 -0.209  0.491
H -0.152 2.667 0.145  0.188
H 1.944 -1.912 0.031  0.346
N -1.200 0.977 -0.058  -0.595
N 1.183 1.109 0.034  -0.498
N 2.346 -1.005 -0.148  -0.615
O -1.933 -1.223 -0.005  -0.627
O 0.117 -0.957 0.165  -0.468

Calculated values
charge	0
frontier orbital gap	0.3777	hartree
HOMO energy	-10.1	eV
SMILES	[H]/N=c1/ncnc(O)o1
E_LUMO	0.0067	hartree

***

Record 6
# C2H4FNO2

2 unconnected molecules or ions with the total composition C2H4FNO2 (ωB97M-V/def2-TZVPD, the OMol25 dataset).

Each line ends with the natural charge from an NBO analysis.
Element x y z (Å)
C -0.452 -0.500 1.436  0.740
C -0.448 0.799 0.787  0.356
N 0.478 -0.320 -1.499  -1.088
O -1.030 0.486 2.081  -0.447
O -0.183 -1.642 1.484  -0.523
F 0.645 1.578 0.866  -0.322
H -1.133 1.128 0.018  0.186
H 1.446 -0.063 -1.348  0.366
H 0.403 -1.318 -1.347  0.371
H 0.276 -0.148 -2.478  0.362

Calculated values
charge	0
frontier orbital gap	0.4064	hartree
HOMO energy	-10.2	eV
SMILES	O=C1O[C@H]1F.N
E_LUMO	0.0299	hartree

***

In order of appearance, relative energy (zero: lowest compared OMol25 entry of this formula, charge and spin) = 567.0 278.7 352.7 218.0 207.5 159.2 kJ/mol.
In order of appearance, electronic energy = -717.15119 -287.72629 -751.37860 -4470.99312 -430.84195 -383.65885 hartree.